[1]
Below is a cluster of 11 separate species, C55H55N11 in total in a non-equilibrium geometry, with properties calculated with the ωB97M-V functional and the def2-TZVPD basis.

Structure (ORCA input):
```
! RIJCOSX wB97M-V def2-TZVPD def2/J DEFGRID3
* xyz 0 1
C -1.414 -4.601 -5.997
C -1.215 -3.243 -5.737
C -0.584 -2.844 -4.560
N -0.139 -3.769 -3.646
C -0.366 -5.073 -3.884
C -0.940 -5.521 -5.081
H -1.897 -4.979 -6.885
H -1.577 -2.545 -6.477
H -0.431 -1.815 -4.267
H -0.057 -5.869 -3.222
H -1.227 -6.555 -5.202
C -0.742 1.064 -0.862
C -0.779 1.490 0.456
C -0.985 0.558 1.460
N -1.334 -0.727 1.185
C -1.679 -1.008 -0.110
C -1.264 -0.186 -1.150
H -0.539 1.829 -1.597
H -0.572 2.512 0.736
H -0.734 0.775 2.488
H -2.233 -1.902 -0.355
H -1.226 -0.437 -2.200
C -6.982 -2.554 0.947
C -6.341 -1.332 1.126
C -4.931 -1.343 1.138
N -4.196 -2.493 1.225
C -4.900 -3.665 1.216
C -6.297 -3.734 1.102
H -8.057 -2.574 0.845
H -6.957 -0.444 1.139
H -4.309 -0.461 1.152
H -4.329 -4.570 1.069
H -6.722 -4.709 0.913
C -3.060 0.415 -5.937
C -1.821 0.119 -6.501
C -0.595 0.544 -5.888
N -0.633 1.298 -4.758
C -1.856 1.564 -4.217
C -3.091 1.130 -4.766
H -3.998 0.167 -6.412
H -1.921 -0.460 -7.408
H 0.393 0.314 -6.259
H -1.883 2.156 -3.314
H -4.012 1.416 -4.279
C -0.880 4.533 -2.507
C 0.356 4.082 -2.924
C 1.440 4.371 -2.091
N 1.295 5.178 -0.975
C 0.058 5.665 -0.667
C -1.047 5.327 -1.391
H -1.736 4.251 -3.101
H 0.511 3.568 -3.862
H 2.436 4.057 -2.368
H 0.052 6.341 0.175
H -2.039 5.675 -1.142
C -1.509 5.532 5.240
C -0.284 5.554 4.605
C -0.054 4.667 3.494
N -1.037 3.835 3.026
C -2.232 3.804 3.777
C -2.448 4.585 4.859
H -1.690 6.233 6.042
H 0.522 6.233 4.841
H 0.902 4.665 2.991
H -3.018 3.090 3.582
H -3.333 4.446 5.462
C 2.149 1.594 5.805
C 2.656 0.284 5.589
C 1.761 -0.662 5.109
N 0.430 -0.471 4.973
C -0.034 0.790 5.163
C 0.766 1.851 5.668
H 2.839 2.337 6.178
H 3.691 0.032 5.763
H 2.137 -1.674 5.086
H -1.055 1.030 4.908
H 0.258 2.787 5.846
C 3.870 -3.178 1.246
C 3.171 -2.016 1.502
C 1.925 -2.023 2.063
N 1.350 -3.089 2.617
C 2.138 -4.218 2.501
C 3.337 -4.335 1.767
H 4.764 -3.124 0.642
H 3.561 -1.086 1.116
H 1.370 -1.099 2.001
H 1.666 -5.084 2.940
H 3.794 -5.312 1.710
C 2.866 1.462 -2.151
C 2.293 1.017 -3.377
C 3.143 0.982 -4.520
N 4.363 1.571 -4.546
C 4.886 2.039 -3.351
C 4.189 1.959 -2.108
H 2.235 1.427 -1.274
H 1.301 0.589 -3.384
H 2.791 0.778 -5.520
H 5.904 2.397 -3.306
H 4.584 2.192 -1.130
C 4.266 4.102 2.305
C 4.954 2.922 2.650
C 4.436 1.706 2.160
N 3.181 1.615 1.592
C 2.564 2.757 1.231
C 3.067 4.018 1.567
H 4.664 5.098 2.438
H 5.885 3.035 3.187
H 4.862 0.754 2.441
H 1.605 2.730 0.735
H 2.527 4.879 1.202
C -0.003 -7.113 0.270
C 0.307 -5.844 -0.226
C -0.233 -4.706 0.355
N -1.080 -4.756 1.424
C -1.421 -6.002 1.856
C -0.814 -7.160 1.441
H 0.483 -7.993 -0.125
H 1.016 -5.699 -1.029
H -0.095 -3.680 0.049
H -2.026 -5.943 2.749
H -1.078 -8.097 1.909
*
```

Results
SMILES	c1ccncc1.c1ccncc1.c1ccncc1.c1ccncc1.c1ccncc1.c1ccncc1.c1ccncc1.c1ccncc1.c1ccncc1.c1ccncc1.c1ccncc1

=====

[2]
Below is a cluster of 2 separate species, C7H14FNO2S in total in a non-equilibrium geometry, with properties calculated with the ωB97M-V functional and the def2-TZVPD basis.

Structure (ORCA input):
```
! RIJCOSX wB97M-V def2-TZVPD def2/J DEFGRID3
* xyz 0 1
C 1.322 0.970 -1.653
S 0.621 0.137 -0.463
O 1.252 -1.124 0.098
N -0.240 1.086 0.350
C -0.802 0.891 1.595
C -0.025 -0.087 2.450
C -0.711 2.310 2.227
C -2.303 0.400 1.518
H 1.800 0.249 -2.365
H 0.901 1.914 -2.003
H 0.879 0.310 2.707
H -0.481 -0.457 3.341
H 0.183 -0.955 1.839
H -0.698 2.145 3.319
H -1.532 2.962 2.112
H 0.230 2.700 2.056
H -2.464 0.181 0.408
H -2.605 -0.394 2.244
H -2.961 1.254 1.839
C 1.226 -1.983 -4.153
C 0.925 -2.149 -2.880
O 1.780 -2.558 -1.945
F -0.344 -1.959 -2.446
H 2.253 -1.913 -4.389
H 0.338 -1.770 -4.716
H 1.457 -2.159 -1.087
*
```

Results
SMILES	C=S(=O)=NC(C)(C)C.C=C(O)F

=====

[3]
Below is a structure of composition C7H11N4 in a non-equilibrium geometry, with properties calculated with the ωB97M-V functional and the def2-TZVPD basis.

Structure (ORCA input):
```
! RIJCOSX wB97M-V def2-TZVPD def2/J DEFGRID3
* xyz 1 1
C -3.278 0.108 -0.258
C -2.537 -0.994 -0.691
C -2.625 1.122 0.494
C -1.196 -1.036 -0.339
C 1.214 -0.712 0.487
C -1.292 0.960 0.912
C 3.334 0.074 -0.129
N 1.279 -1.789 0.945
N -0.628 -0.162 0.465
N 1.871 0.198 -0.140
N 1.277 1.272 -0.734
H -4.307 -0.188 -0.487
H -3.007 -1.577 -1.522
H -3.248 1.828 1.010
H -0.639 -1.946 -0.575
H -0.852 1.654 1.611
H 3.678 -0.923 -0.142
H 3.775 0.628 -1.014
H 3.827 0.388 0.742
H 0.505 -2.232 1.369
H 1.579 2.055 -0.238
H 1.272 1.273 -1.765
*
```

=====

[4]
Below is a cluster of 2 separate species, H2N2O5S in total in a non-equilibrium geometry, with properties calculated with the ωB97M-V functional and the def2-TZVPD basis.

Structure (ORCA input):
```
! RIJCOSX wB97M-V def2-TZVPD def2/J DEFGRID3
* xyz 0 1
O 1.530 -0.230 2.121
N 1.116 -0.366 1.003
N -0.033 -0.508 0.589
O 0.080 -0.423 -0.828
H 1.708 -0.120 0.209
H -0.809 -0.551 -1.162
O -2.506 -1.592 -0.250
S -1.910 -2.517 0.645
O -2.309 -2.491 1.990
O -0.936 -3.482 0.231
*
```

Results
SMILES	[O-]/[NH+]=N/O.O=S(=O)=O

=====

[5]
Below is the molecule CH4N4OS in a non-equilibrium geometry, with properties calculated with the ωB97M-V functional and the def2-TZVPD basis.

Structure (ORCA input):
```
! RIJCOSX wB97M-V def2-TZVPD def2/J DEFGRID3
* xyz 0 1
O -0.777 1.026 -0.978
C -1.004 0.570 0.351
N 0.218 0.031 0.938
N 0.606 -1.199 0.262
N 1.603 -1.165 -0.523
N 2.256 -0.139 -0.479
S 1.651 0.962 0.689
H -1.321 0.505 -1.626
H -1.855 -0.095 0.266
H -1.220 1.352 0.931
H -0.158 -1.849 0.168
*
```

Results
SMILES	OCN1NN=NS1

=====

[6]
Below is a structure of composition C12H32MgN2O4 in a non-equilibrium geometry, with properties calculated with the ωB97M-V functional and the def2-TZVPD basis.

Structure (ORCA input):
```
! RIJCOSX wB97M-V def2-TZVPD def2/J DEFGRID3
* xyz 0 1
Mg -0.690 -0.463 0.255
C -0.749 2.705 1.731
C -2.095 2.132 1.330
O -2.023 0.995 0.536
H -0.093 2.886 0.876
H -0.233 2.002 2.394
H -0.872 3.636 2.292
H -2.674 2.922 0.823
H -2.671 1.873 2.234
C 3.127 -1.377 1.884
C 1.781 -0.865 2.406
O 0.874 -0.639 1.402
H 3.556 -0.709 1.134
H 2.973 -2.341 1.393
H 3.818 -1.480 2.723
H 1.942 0.032 3.017
H 1.394 -1.638 3.090
C 2.461 -0.084 -1.561
C 1.622 1.142 -1.274
C 1.910 2.273 -2.258
O 1.504 3.480 -1.629
C 1.865 4.635 -2.337
N 0.196 0.744 -1.328
H 3.536 0.108 -1.559
H 2.269 -0.411 -2.597
H 2.236 -0.917 -0.898
H 1.783 1.485 -0.252
H 1.368 2.203 -3.208
H 2.997 2.304 -2.429
H 2.951 4.771 -2.383
H 1.409 5.497 -1.854
H 1.476 4.594 -3.365
H -0.403 1.569 -1.246
H -0.001 0.361 -2.251
C -2.811 -3.452 -1.691
C -2.301 -2.344 -0.789
C -2.351 -2.783 0.687
O -1.780 -1.734 1.459
C -2.029 -1.867 2.845
N -0.919 -1.901 -1.071
H -2.865 -3.080 -2.721
H -3.815 -3.805 -1.458
H -2.150 -4.322 -1.747
H -2.923 -1.460 -0.949
H -1.791 -3.716 0.800
H -3.391 -2.916 0.992
H -3.090 -1.698 3.051
H -1.511 -1.045 3.334
H -1.691 -2.839 3.202
H -0.263 -2.679 -0.948
H -0.868 -1.781 -2.084
*
```

=====

Orbital gap: 0.34024; 0.29525; 0.37805; 0.35994; 0.31209; 0.26700 (hartree)
Energy above the lowest of the compared OMol25 structures with the same formula, charge and spin: 65.7; 119.4; 98.2; 49.8; 24.6; 0.0 (kcal per mole)